# 1
Computed, not measured: a 2-piece molecular cluster, CH5OS2 overall, with wB97M-V/def2-TZVPD.

```
9
CH5OS2 | the OMol25 dataset | wB97M-V/def2-TZVPD
S -2.4531 1.5025 -1.2297
S 1.8207 -0.1805 -0.5963
O 2.6566 0.0697 0.8641
C 0.1073 -0.5575 -0.0842
H 0.0645 -1.1703 0.8168
H -3.5088 1.2258 -0.4566
H -0.3093 0.4279 0.0712
H -0.4347 -1.0018 -0.9053
H 2.0568 -0.3158 1.5201
```

LUMO level = 3.2395 eV
highest occupied orbital energy = -0.098 Eh
ΔE to the lowest compared entry with this formula, charge and spin = 115.4 kJ/mol
charge = -1



# 2
Computed, not measured: one molecule with the formula C3H3NOS, with wB97M-V/def2-TZVPD.

```
9
C3H3NOS | the OMol25 dataset | wB97M-V/def2-TZVPD
S -0.0940 0.2199 -2.6329
O -0.5196 1.2850 -3.4846
N 0.5165 -1.0279 -3.0100
C -0.6055 0.6535 -1.0106
C 0.4698 -1.2940 0.2529
C -0.0472 -0.0934 -0.1138
H -1.1358 1.4647 -0.7089
H -0.2758 0.1872 0.9215
H 1.4830 -1.1948 0.6172
```

LUMO level = -1.4777 eV
highest occupied orbital energy = -0.363 Eh
ΔE to the lowest compared entry with this formula, charge and spin = 697.6 kJ/mol
charge = 0



# 3
Computed, not measured: a 2-piece molecular cluster, C11H14I2N2 overall, with wB97M-V/def2-TZVPD.

```
29
C11H14I2N2 | the OMol25 dataset | wB97M-V/def2-TZVPD
I -3.1730 1.0361 0.0354
I -2.3715 -2.1442 0.6345
N -0.5782 0.1409 -1.5614
N -3.0605 -0.8527 -0.7422
C -1.5874 -0.5910 -2.1429
C 0.6769 -0.0865 0.4883
C -0.9211 2.4358 2.8032
C -0.3088 1.1840 2.3065
C 0.1883 1.1178 1.1102
C 1.4672 -2.6973 -0.3660
C 0.7109 -1.9083 -1.1691
C -2.4884 0.0290 -3.2540
C 1.9377 -2.1976 0.8659
C 1.5687 -0.9076 1.2215
C 0.2839 -0.5959 -0.7335
H 1.6918 -3.7427 -0.6768
H -0.8418 3.3548 2.1250
H -2.1131 2.2135 2.9145
H 0.2005 1.9647 0.3397
H 2.2151 -2.9557 1.5937
H -3.5783 -0.3340 -3.2465
H -2.3152 1.1167 -3.2014
H -1.3929 -1.6704 -2.1446
H -0.4499 0.3837 2.9906
H 0.5738 -2.1001 -2.2250
H -0.6071 1.0839 -1.1448
H -2.1211 -0.1418 -4.3077
H 1.8115 -0.4603 2.1477
H -0.4927 2.7622 3.6717
```

LUMO level = -0.1609 eV
highest occupied orbital energy = -0.279 Eh
ΔE to the lowest compared entry with this formula, charge and spin = 0.0 kJ/mol
charge = 0



# 4
Computed, not measured: one molecule with the formula C4H4O3, with wB97M-V/def2-TZVPD.

```
11
C4H4O3 | the OMol25 dataset | wB97M-V/def2-TZVPD
O -1.5156 1.7125 -0.3071
O 1.0453 -0.0045 -1.6181
O -0.2431 -1.2767 0.0046
C 0.2854 -0.0613 -0.4829
C -1.3029 -0.6085 0.7127
C -0.9883 0.6687 -0.0732
C 1.6926 0.2977 -0.3628
H -1.0654 -0.4980 1.7776
H 2.0032 1.3316 -0.2294
H 2.3653 -0.4778 -0.0010
H -2.2765 -1.0837 0.5795
```

LUMO level = 0.6520 eV
highest occupied orbital energy = -0.377 Eh
ΔE to the lowest compared entry with this formula, charge and spin = 258.6 kJ/mol
charge = 0



# 5
Computed, not measured: a 2-piece molecular cluster, C2H7NO3 overall, with wB97M-V/def2-TZVPD.

```
13
C2H7NO3 | the OMol25 dataset | wB97M-V/def2-TZVPD
O -3.4346 1.0096 0.5643
O -0.6520 -1.1629 -0.2815
O -2.2060 0.7329 -0.0464
N 2.4027 -0.7384 0.1149
C 0.0858 -0.2062 -0.5421
C 1.2709 0.1470 0.3522
H 2.7260 -0.6929 -0.8454
H -4.0022 0.3262 0.1741
H 1.5865 1.1708 0.1359
H -1.2322 1.1647 0.2582
H 0.9590 0.0338 1.3920
H 2.1697 -1.6965 0.3448
H 0.3264 -0.0881 -1.6210
```

LUMO level = -0.1713 eV
highest occupied orbital energy = -0.349 Eh
ΔE to the lowest compared entry with this formula, charge and spin = 610.7 kJ/mol
charge = 0



# 6
Computed, not measured: C7H14IrPS as an isolated structure, with wB97M-V/def2-TZVPD.

```
24
C7H14IrPS | the OMol25 dataset | wB97M-V/def2-TZVPD
Ir -0.4718 0.4476 -0.4850
S 0.5999 -0.9251 1.2039
P -0.9958 2.6186 -0.0839
C -1.1004 -1.4155 -1.9106
C -0.0120 0.4615 -2.7143
C 1.3922 -1.9096 2.5223
C 0.3072 -1.4418 -1.4873
C 0.1751 0.4095 2.3859
C -1.2953 -0.2540 -2.6595
C 0.9958 -0.3494 -2.1031
H -2.2319 0.0919 -3.0993
H 2.0463 -1.2624 3.1481
H 0.0549 3.4655 0.3473
H 2.0635 -0.1356 -2.0493
H 0.6399 -2.4547 3.1264
H -1.8543 -2.1592 -1.6481
H 0.0282 0.0390 3.4217
H -1.9631 2.8742 0.9175
H 0.7780 -2.2561 -0.9317
H 0.1679 1.3806 -3.2764
H 0.9276 1.2252 2.3550
H -1.5198 3.3857 -1.1544
H -0.8339 0.7849 2.1236
H 2.1022 -2.6198 2.0516
```

LUMO level (spin up / spin down) = -2.5816 / -6.6064 eV
multiplicity = 6
highest occupied orbital energy (spin up / spin down) = -0.295 / -0.489 Eh
ΔE to the lowest compared entry with this formula, charge and spin = 66.8 kJ/mol
charge = +1
expectation value of S² = 8.767